1.
{
  "formula": "C22H28InN3O5",
  "method": "ωB97M-V with the def2-TZVPD basis set",
  "e_above_lowest_kcal_mol": 60.73,
  "e_tot_ha": -1585.64485,
  "homo_lumo_gap_ha": [0.2884, 0.2452],
  "largest_force_ev_per_a": 2.1,
  "e_homo_ev": [-7.7, -7.6],
  "spin_multiplicity": 1,
  "species": ["In", "C", "C", "C", "C", "C", "C", "C", "C", "C", "C", "H", "H", "H", "H", "H", "H", "H", "H", "H", "H", "H", "H", "H", "H", "H", "O", "C", "O", "C", "C", "C", "C", "C", "O", "C", "C", "O", "O", "H", "H", "H", "H", "H", "H", "H", "H", "N", "C", "C", "N", "C", "C", "N", "H", "H", "H", "H", "H"],
  "coordinates": [[-4.818, 5.072, 14.087], [-0.019, 4.842, 15.326], [-0.396, 4.889, 16.704], [-1.142, 6.026, 16.874], [-1.228, 6.755, 15.612], [-0.570, 6.023, 14.674], [-0.398, 6.447, 13.278], [-1.821, 8.103, 15.551], [-1.791, 6.508, 18.135], [-0.099, 3.793, 17.667], [0.792, 3.784, 14.692], [-1.304, 6.709, 12.776], [0.124, 5.727, 12.648], [0.261, 7.321, 13.212], [-1.869, 8.398, 14.528], [-1.253, 8.832, 16.085], [-2.820, 8.047, 15.991], [-2.879, 6.389, 18.119], [-1.575, 7.532, 18.305], [-1.336, 5.949, 18.941], [-0.835, 2.978, 17.550], [-0.113, 4.079, 18.731], [0.888, 3.406, 17.546], [0.594, 2.842, 15.188], [1.873, 3.965, 14.862], [0.550, 3.660, 13.621], [-6.593, 2.357, 11.921], [-5.448, 2.605, 12.189], [-4.983, 2.921, 13.386], [-4.442, 2.781, 10.997], [-4.595, 4.204, 10.443], [-3.860, 4.421, 9.100], [-2.324, 4.410, 9.588], [-2.545, 4.256, 11.134], [-3.780, 5.041, 11.313], [-2.998, 2.850, 11.470], [-4.576, 0.299, 16.724], [-5.340, -0.560, 16.720], [-3.720, 1.079, 16.799], [-4.716, 2.024, 10.232], [-5.644, 4.510, 10.426], [-4.045, 3.587, 8.426], [-4.139, 5.402, 8.638], [-1.838, 3.506, 9.188], [-1.811, 5.319, 9.318], [-1.750, 4.652, 11.713], [-2.310, 2.161, 11.901], [-7.729, 1.280, 17.783], [-6.654, 2.103, 17.645], [-6.233, 2.506, 16.370], [-5.148, 3.283, 16.256], [-4.482, 3.654, 17.388], [-4.913, 3.186, 18.611], [-5.987, 2.421, 18.788], [-7.842, 0.637, 16.989], [-7.715, 0.787, 18.675], [-6.778, 2.263, 15.434], [-3.533, 4.197, 17.351], [-4.405, 3.495, 19.516]]
}


2.
{
  "formula": "C6H4BrHgINOS",
  "method": "ωB97M-V with the def2-TZVPD basis set",
  "e_tot_ha": -3783.91610,
  "homo_lumo_gap_ha": [0.1614, 0.1597],
  "largest_force_ev_per_a": 7.3,
  "e_homo_ev": [-8.9, -8.9],
  "spin_multiplicity": 2,
  "species": ["Hg", "O", "S", "N", "Br", "C", "C", "C", "C", "C", "C", "I", "H", "H", "H", "H"],
  "coordinates": [[1.285, 3.100, 13.379], [1.376, 2.946, 17.936], [1.084, 3.705, 16.704], [1.421, 3.013, 15.440], [1.205, 9.923, 13.561], [0.988, 10.389, 9.366], [1.201, 11.438, 8.180], [1.129, 10.948, 6.839], [1.060, 9.550, 6.421], [1.267, 8.733, 7.393], [1.259, 9.413, 8.718], [1.186, 6.190, 10.370], [1.166, 12.455, 8.323], [0.884, 11.825, 6.305], [1.080, 9.837, 5.437], [1.276, 7.700, 7.204]]
}